Record 1
An isolated ion of composition CH2N2O4P and charge -1 in a non-equilibrium geometry, computed with the ωB97M-V functional and the def2-TZVPD basis.

Each line ends with the Löwdin charge.
Atoms and positions in Å:
N (-1.5712, -0.1656, -0.2711)  -0.278
P (-0.4271, 0.9808, 0.1566)  0.954
C (0.2774, -0.2532, 1.7318)  -0.879
O (1.3518, 0.1345, 2.0011)  -0.027
O (-0.4723, -1.1547, 1.9660)  -0.043
N (1.0818, 0.5897, -1.2838)  -0.517
O (0.8788, -0.2016, -2.1883)  -0.087
O (2.0566, 1.3791, -1.2470)  -0.123
H (-1.7332, -0.3878, -1.2494)  0.023
H (-1.4426, -0.9211, 0.3841)  -0.024

Kohn-Sham gap = 8.08 eV
E_HOMO = -3.96 eV
Total charge = -1
Energy relative to the best compared isomer or geometry (same formula, charge and spin) = 0.0000 eV
2S+1 = 1
SMILES = NP(C(=O)[O-])[N+](=O)[O-]
E_LUMO = 4.1 eV

---

Record 2
C16H29BCaF6N4O3 as an isolated structure, computed with the ωB97M-V functional and the def2-TZVPD basis.

Each line ends with the Löwdin charge.
Atoms and positions in Å:
Ca (-0.1692, -0.0006, -0.5276)  1.401
C (-0.1054, -3.7682, 0.2371)  -0.027
C (-0.3106, -2.4630, 0.9647)  -0.218
C (-1.5997, -1.9176, 1.0906)  -0.220
C (-2.7682, -2.5601, 0.3847)  -0.042
C (-1.8014, -0.7727, 1.8778)  -0.200
C (-3.2075, -0.2888, 2.1366)  -0.022
C (-0.7045, -0.1076, 2.4458)  -0.205
C (-0.9134, 1.1566, 3.2420)  -0.038
C (0.5898, -0.6242, 2.2754)  -0.207
C (1.7690, 0.0604, 2.9229)  -0.027
C (0.7879, -1.7986, 1.5329)  -0.228
C (2.1830, -2.3389, 1.3436)  -0.047
H (0.1910, -3.6007, -0.8003)  0.080
H (-1.0129, -4.3659, 0.2317)  0.078
H (0.6694, -4.3608, 0.7211)  0.082
H (-3.5125, -1.8150, 0.1106)  0.082
H (-3.2597, -3.3045, 1.0186)  0.098
H (-2.4534, -3.0494, -0.5335)  0.066
H (-3.9050, -1.1238, 2.1574)  0.080
H (-3.5447, 0.4128, 1.3704)  0.088
H (-3.2770, 0.2181, 3.0957)  0.082
H (-1.7962, 1.6953, 2.9113)  0.066
H (-0.0728, 1.8361, 3.1295)  0.079
H (-1.0269, 0.9330, 4.3074)  0.101
H (2.2070, 0.8109, 2.2579)  0.091
H (2.5490, -0.6554, 3.1729)  0.075
H (1.4799, 0.5612, 3.8435)  0.076
H (2.8999, -1.5289, 1.2189)  0.081
H (2.2505, -2.9587, 0.4557)  0.066
H (2.4982, -2.9348, 2.2056)  0.098
C (1.6337, 4.9805, -0.4676)  -0.034
O (2.1478, 3.6750, -0.1852)  0.010
C (1.6466, 2.6135, -0.8127)  -0.593
O (1.9377, 1.4928, -0.4354)  0.011
N (0.8855, 2.8504, -1.9230)  0.043
N (0.1072, 1.7548, -2.3610)  0.010
H (2.1229, 5.6440, 0.2375)  0.100
H (0.5549, 5.0095, -0.3046)  0.099
H (1.8853, 5.2879, -1.4840)  0.099
H (0.4134, 3.7379, -1.9878)  0.119
H (0.4148, 1.4476, -3.2757)  0.098
H (-0.8628, 2.0483, -2.4366)  0.093
N (1.6663, -2.0732, -3.5392)  0.190
C (2.0468, -1.2377, -2.5450)  -0.634
N (3.0399, -0.3483, -2.7943)  0.186
O (1.5256, -1.2886, -1.4239)  -0.118
H (1.9025, -1.8373, -4.4876)  0.107
H (0.7362, -2.4582, -3.4005)  0.082
H (3.5648, -0.3414, -3.6483)  0.104
H (3.2982, 0.2555, -2.0312)  0.097
F (-1.0657, -2.4873, -2.7312)  -0.181
C (-1.4397, -1.1179, -2.4385)  -0.311
F (-1.0127, -0.4444, -3.6448)  -0.174
H (-2.5294, -1.1602, -2.5816)  0.052
F (-0.5831, 2.2867, 0.5363)  0.056
B (-1.8889, 2.5633, -0.0065)  -1.248
F (-2.2713, 1.3307, -0.6165)  0.045
F (-1.7501, 3.5431, -0.9958)  0.127
F (-2.7594, 2.9266, 0.9836)  0.176

Kohn-Sham gap = 7.86 eV
E_HOMO = -7.54 eV
Total charge = 0
Energy relative to the best compared isomer or geometry (same formula, charge and spin) = 0.0039 eV
2S+1 = 1
E_LUMO = 0.3 eV

---

Record 3
A 6-piece molecular cluster, C35H49IO12 overall, computed with the ωB97M-V functional and the def2-TZVPD basis.

Each line ends with the Löwdin charge.
Atoms and positions in Å:
C (-5.4074, -1.7606, -3.4340)  -0.062
C (-5.1021, -0.2988, -3.7265)  -0.399
C (-5.7261, 0.6697, -2.7186)  -0.059
C (-3.5994, -0.0348, -3.9528)  -0.182
C (-2.5957, -0.7670, -3.0624)  -0.240
C (-2.7430, -0.3578, -1.6043)  -0.419
O (-3.5384, -0.7359, -0.7976)  0.144
O (-1.7108, 0.4878, -1.2825)  0.046
C (-0.5654, -0.0679, -1.9528)  -0.358
C (0.0026, -1.2842, -1.1850)  -0.077
C (-0.2713, -1.2844, 0.2959)  -0.224
C (0.2346, -0.2648, 1.1054)  -0.029
C (-0.0173, -0.2405, 2.4641)  -0.075
C (-0.7902, -1.2406, 3.0386)  -0.089
C (-1.2970, -2.2644, 2.2470)  -0.081
C (-1.0351, -2.2804, 0.8854)  -0.047
C (-1.0979, -0.4857, -3.3255)  -0.563
I (-0.6584, 1.0898, -4.7628)  0.878
H (-4.9555, -2.1133, -2.5079)  0.078
H (-6.4868, -1.9164, -3.3792)  0.082
H (-5.0372, -2.3674, -4.2614)  0.061
H (-5.5680, -0.0776, -4.6940)  0.129
H (-5.1847, 0.6946, -1.7722)  0.048
H (-5.7473, 1.6890, -3.1074)  0.085
H (-6.7532, 0.3800, -2.4892)  0.084
H (-3.3604, -0.3290, -4.9795)  0.084
H (-3.4199, 1.0376, -3.8811)  0.083
H (-2.7309, -1.8487, -3.0896)  0.134
H (0.1905, 0.7086, -2.0151)  0.113
H (-0.3868, -2.2097, -1.6168)  0.121
H (1.0821, -1.2870, -1.3560)  0.130
H (0.8320, 0.5211, 0.6564)  0.121
H (0.3982, 0.5535, 3.0715)  0.097
H (-0.9948, -1.2231, 4.1014)  0.097
H (-1.9039, -3.0479, 2.6824)  0.101
H (-1.4400, -3.0767, 0.2719)  0.115
H (-0.5941, -1.3466, -3.7499)  0.078
O (3.6525, -0.1701, 2.9255)  0.100
C (3.5555, 0.2010, 4.0616)  -0.487
C (4.2653, -0.3487, 5.2829)  -0.065
C (3.4996, 0.2828, 6.4465)  -0.137
C (3.0061, 1.5739, 5.8031)  -0.139
O (2.7909, 1.2497, 4.4120)  0.016
H (5.2982, 0.0032, 5.2468)  0.132
H (4.2554, -1.4349, 5.2674)  0.125
H (4.1122, 0.4640, 7.3263)  0.118
H (2.6553, -0.3436, 6.7375)  0.116
H (3.7678, 2.3497, 5.8354)  0.106
H (2.0742, 1.9474, 6.2198)  0.127
O (-2.9683, -3.5503, -4.8671)  0.112
C (-3.1393, -3.5678, -6.0514)  -0.486
C (-2.4465, -2.7337, -7.1130)  -0.069
C (-3.3651, -2.8928, -8.3238)  -0.144
C (-3.9757, -4.2674, -8.0674)  -0.148
O (-4.0328, -4.3936, -6.6348)  0.031
H (-1.4568, -3.1617, -7.2820)  0.134
H (-2.3300, -1.7081, -6.7708)  0.107
H (-2.8590, -2.8276, -9.2840)  0.116
H (-4.1454, -2.1314, -8.2981)  0.119
H (-3.3526, -5.0760, -8.4545)  0.126
H (-4.9844, -4.3812, -8.4549)  0.125
O (-6.9487, 2.5424, 0.1862)  0.120
C (-6.7799, 1.7227, 1.0388)  -0.482
C (-5.6289, 0.7510, 1.2047)  -0.073
C (-6.1808, -0.2697, 2.1978)  -0.145
C (-7.1793, 0.5723, 2.9850)  -0.160
O (-7.6682, 1.5502, 2.0522)  0.017
H (-4.7756, 1.2987, 1.6088)  0.139
H (-5.3458, 0.3180, 0.2517)  0.080
H (-5.4244, -0.7341, 2.8269)  0.114
H (-6.7064, -1.0598, 1.6599)  0.119
H (-6.7079, 1.1002, 3.8175)  0.124
H (-8.0310, 0.0103, 3.3607)  0.121
O (7.2140, 3.6049, 6.4077)  0.117
C (6.8137, 3.7887, 5.2963)  -0.483
C (7.4532, 4.5748, 4.1694)  -0.071
C (6.3030, 4.7670, 3.1824)  -0.140
C (5.4506, 3.5342, 3.4564)  -0.136
O (5.6499, 3.2470, 4.8605)  -0.009
H (8.2533, 3.9631, 3.7483)  0.118
H (7.8752, 5.4994, 4.5532)  0.124
H (6.6135, 4.8335, 2.1426)  0.115
H (5.7448, 5.6703, 3.4346)  0.116
H (5.7801, 2.6719, 2.8800)  0.097
H (4.3861, 3.6868, 3.2941)  0.129
O (8.2184, 2.3403, 1.7297)  0.120
C (7.5828, 1.4450, 1.2492)  -0.480
C (8.0740, 0.1132, 0.7109)  -0.067
C (6.8772, -0.3978, -0.0958)  -0.142
C (5.7121, 0.2586, 0.6390)  -0.140
O (6.2423, 1.5078, 1.1331)  -0.001
H (8.2964, -0.5274, 1.5663)  0.132
H (8.9827, 0.2544, 0.1328)  0.124
H (6.7929, -1.4813, -0.1323)  0.115
H (6.9348, -0.0255, -1.1196)  0.116
H (5.3647, -0.3195, 1.4923)  0.101
H (4.8631, 0.4848, -0.0002)  0.129

Kohn-Sham gap = 9.30 eV
E_HOMO = -9.01 eV
Total charge = 0
2S+1 = 1
SMILES = CC(C)C[C@@H]1C(=O)O[C@@H](Cc2ccccc2)[C@@H]1I.O=C1CCCO1.O=C1CCCO1.O=C1CCCO1.O=C1CCCO1.O=C1CCCO1
E_LUMO = 0.3 eV

---

Record 4
C38H40FIrN4O3PSSi as an isolated structure, computed with the ωB97M-V functional and the def2-TZVPD basis.

Each line ends with the Löwdin charge.
Atoms and positions in Å:
Ir (-0.2064, 0.1366, 0.1301)  0.987
C (-0.3101, 2.8833, 3.2897)  -0.135
Si (0.9481, 2.7149, 1.9147)  0.413
C (2.5793, 3.3062, 2.6186)  -0.149
C (0.4829, 3.8555, 0.5030)  -0.152
N (1.1723, 1.0715, 1.3358)  -0.228
C (2.5110, 0.6469, 1.2278)  -0.363
C (3.2087, 0.1385, 2.3236)  -0.043
C (4.5532, -0.2010, 2.2442)  -0.079
C (5.2428, -0.0415, 1.0512)  -0.090
C (4.5846, 0.4725, -0.0610)  -0.018
C (3.2534, 0.8117, 0.0523)  -0.258
F (2.6454, 1.3655, -1.0162)  0.038
H (-0.1646, 3.8876, 3.7015)  0.048
H (-0.1296, 2.1760, 4.1004)  0.015
H (-1.3553, 2.8197, 2.9879)  0.013
H (2.4844, 4.3784, 2.8115)  0.041
H (3.4216, 3.1636, 1.9403)  0.039
H (2.8226, 2.8203, 3.5656)  0.039
H (0.6313, 4.9006, 0.7864)  0.042
H (-0.5626, 3.7463, 0.2186)  -0.005
H (1.1174, 3.6477, -0.3641)  0.033
H (2.6738, 0.0498, 3.2600)  0.104
H (5.0666, -0.5700, 3.1233)  0.109
H (6.2940, -0.2905, 0.9863)  0.109
H (5.0958, 0.6451, -0.9989)  0.124
O (-2.9053, 3.0742, 0.9623)  0.091
C (-2.5784, 1.9122, 1.0536)  -0.573
O (-1.8627, 1.3384, 0.1021)  -0.303
C (-3.1212, 1.0408, 2.1530)  -0.133
C (-4.2875, 1.5045, 2.7585)  0.004
C (-4.9432, 0.7473, 3.7118)  -0.039
C (-4.4381, -0.4935, 4.0756)  -0.048
C (-3.2701, -0.9539, 3.4956)  -0.077
C (-2.5929, -0.1938, 2.5388)  -0.267
P (-1.0295, -0.8854, 1.9427)  0.980
C (-0.0149, -1.1122, 3.4276)  -0.332
C (1.0629, -1.9957, 3.3650)  -0.135
C (1.8468, -2.2324, 4.4819)  -0.075
C (1.5797, -1.5660, 5.6704)  -0.060
C (0.5249, -0.6682, 5.7346)  -0.052
C (-0.2755, -0.4480, 4.6220)  -0.081
C (-1.4681, -2.5748, 1.4095)  -0.338
C (-1.3134, -3.7006, 2.2153)  -0.091
C (-1.6801, -4.9542, 1.7424)  -0.070
C (-2.2036, -5.0933, 0.4655)  -0.072
C (-2.3766, -3.9733, -0.3379)  -0.063
C (-2.0151, -2.7208, 0.1322)  -0.097
H (-4.6701, 2.4672, 2.4503)  0.126
H (-5.8528, 1.1191, 4.1641)  0.115
H (-4.9493, -1.1002, 4.8110)  0.114
H (-2.8748, -1.9172, 3.7955)  0.111
H (1.2872, -2.5074, 2.4383)  0.078
H (2.6720, -2.9308, 4.4244)  0.111
H (2.1918, -1.7471, 6.5441)  0.112
H (0.3136, -0.1418, 6.6559)  0.114
H (-1.1016, 0.2466, 4.6934)  0.103
H (-0.9122, -3.6077, 3.2159)  0.106
H (-1.5624, -5.8216, 2.3792)  0.112
H (-2.4904, -6.0709, 0.1005)  0.112
H (-2.7999, -4.0734, -1.3286)  0.113
H (-2.1674, -1.8519, -0.4991)  0.084
S (-0.2104, 0.2373, -2.2903)  0.636
C (-0.5320, 1.8762, -2.7964)  -0.648
N (-1.3818, 2.6753, -2.1277)  0.081
C (-1.6491, 3.9463, -2.4712)  -0.038
C (-1.0770, 4.4905, -3.5873)  -0.029
C (-0.1959, 3.6964, -4.3255)  -0.022
C (0.0802, 2.4041, -3.9366)  -0.070
H (-1.7406, 2.2941, -1.2257)  0.082
H (-2.3196, 4.4736, -1.8072)  0.143
H (-1.2993, 5.5073, -3.8723)  0.117
H (0.2828, 4.1015, -5.2075)  0.122
H (0.7729, 1.7839, -4.4856)  0.112
N (1.1259, -1.3365, -0.1412)  0.011
C (1.7699, -2.2828, -0.2645)  -0.169
N (2.4721, -3.3724, -0.4224)  -0.048
C (1.8516, -4.6751, -0.1123)  -0.077
C (2.3732, -5.1648, 1.2284)  -0.176
O (3.7876, -5.1883, 1.2416)  -0.109
C (4.3370, -3.8977, 1.0524)  -0.174
C (3.9413, -3.3344, -0.2996)  -0.077
H (2.1328, -5.3690, -0.9055)  0.139
H (0.7675, -4.5615, -0.1032)  0.120
H (2.0356, -6.1826, 1.4178)  0.137
H (1.9982, -4.5178, 2.0335)  0.111
H (5.4186, -3.9980, 1.1246)  0.138
H (3.9936, -3.2181, 1.8442)  0.117
H (4.3519, -3.9477, -1.1028)  0.138
H (4.2807, -2.3067, -0.4186)  0.116

Kohn-Sham gap = 6.90 eV
E_HOMO = -10.07 eV
Total charge = +1
Energy relative to the best compared isomer or geometry (same formula, charge and spin) = 0.0000 eV
2S+1 = 1
E_LUMO = -3.2 eV